Model 1:
Below is a cluster of 6 separate species, C17H52N5O5 in total, with properties calculated with wB97M-V/def2-TZVPD.

Bonds (Å) are listed after each position.
Geometry (Å):
1 N -0.273 -0.884 -0.644  H2 0.968, H3 1.004, H4 0.957, H5 0.887
2 H -0.149 -0.593 0.271  N1 0.968
3 H -1.054 -0.260 -0.742  N1 1.004
4 H -0.329 -1.815 -0.857  N1 0.957
5 H 0.467 -0.686 -1.092  N1 0.887
6 C 3.388 -0.368 2.381  C7 1.570, H12 1.193, H13 1.031, H14 1.142
7 C 2.227 -1.277 2.920  C6 1.570, C8 1.453, N11 1.480, H15 1.144
8 C 1.030 -0.619 3.415  C7 1.453, O9 1.508, H16 1.072, H17 1.098
9 O 1.450 0.120 4.661  C8 1.508, C10 1.382
10 C 0.539 0.934 5.308  O9 1.382, H18 1.148, H19 1.140, H20 1.183
11 N 1.689 -1.892 1.686  C7 1.480, H21 1.074, H22 1.000
12 H 4.412 -0.972 2.480  C6 1.193
13 H 3.609 0.520 2.855  C6 1.031
14 H 3.161 -0.077 1.300  C6 1.142
15 H 2.507 -2.035 3.730  C7 1.144
16 H 0.167 -1.160 3.748  C8 1.072
17 H 0.954 0.067 2.561  C8 1.098
18 H -0.006 1.722 4.675  C10 1.148
19 H 0.875 1.414 6.286  C10 1.140
20 H -0.265 0.249 5.841  C10 1.183
21 H 2.384 -2.608 1.288  N11 1.074
22 H 1.112 -2.626 2.045  N11 1.000
23 C -0.064 3.680 -1.927  C24 1.500, H29 1.086, H30 1.274, H31 1.135
24 C 1.130 2.809 -2.184  C23 1.500, C25 1.464, N28 1.419, H32 1.036
25 C 1.834 2.698 -0.905  C24 1.464, O26 1.437, H33 1.035, H34 1.054
26 O 2.063 3.936 -0.212  C25 1.437, C27 1.394
27 C 3.151 3.817 0.652  O26 1.394, H35 1.218, H36 1.091, H37 1.105
28 N 0.719 1.514 -2.592  C24 1.419, H38 0.993, H39 1.107
29 H -0.473 4.004 -2.879  C23 1.086
30 H 0.073 4.780 -1.299  C23 1.274
31 H -0.929 3.324 -1.285  C23 1.135
32 H 1.866 3.215 -2.789  C24 1.036
33 H 2.729 2.181 -0.965  C25 1.035
34 H 1.227 2.079 -0.305  C25 1.054
35 H 4.191 3.628 0.047  C27 1.218
36 H 3.103 3.053 1.429  C27 1.091
37 H 3.175 4.399 1.591  C27 1.105
38 H 1.535 0.957 -2.494  N28 0.993
39 H 0.493 1.906 -3.602  N28 1.107
40 C -4.018 1.154 -0.891  C41 1.403, H46 1.077, H47 1.145, H48 1.227
41 C -3.742 2.189 0.015  C40 1.403, C42 1.488, N45 1.516, H49 1.053
42 C -4.909 2.677 0.798  C41 1.488, O43 1.458, H50 1.159, H51 1.187
43 O -5.921 3.237 -0.090  C42 1.458, C44 1.464
44 C -7.091 3.729 0.639  O43 1.464, H52 1.081, H53 1.073, H54 1.118
45 N -2.636 1.825 0.986  C41 1.516, H55 0.930, H56 0.805
46 H -4.802 1.161 -1.630  C40 1.077
47 H -4.219 0.200 -0.291  C40 1.145
48 H -3.016 0.757 -1.477  C40 1.227
49 H -3.370 3.076 -0.413  C41 1.053
50 H -4.768 3.512 1.590  C42 1.159
51 H -5.496 1.777 1.303  C42 1.187
52 H -7.905 3.479 -0.027  C44 1.081
53 H -6.830 4.761 0.775  C44 1.073
54 H -7.501 3.184 1.525  C44 1.118
55 H -2.918 1.228 1.641  N45 0.930
56 H -2.253 2.497 1.209  N45 0.805
57 C 1.689 -5.916 -1.281  C58 1.590, H63 1.222, H64 1.075, H65 1.182
58 C 1.403 -4.363 -1.098  C57 1.590, C59 1.584, N62 1.538, H66 1.000
59 C 2.698 -3.467 -1.268  C58 1.584, O60 1.438, H67 1.176, H68 1.259
60 O 3.479 -3.618 -0.070  C59 1.438, C61 1.407
61 C 4.630 -2.809 -0.088  O60 1.407, H69 1.155, H70 1.076, H71 1.028
62 N 0.426 -3.865 -2.176  C58 1.538, H72 0.944, H73 1.085
63 H 2.599 -6.365 -0.600  C57 1.222
64 H 1.702 -6.363 -2.259  C57 1.075
65 H 0.703 -6.487 -0.966  C57 1.182
66 H 0.851 -4.368 -0.264  C58 1.000
67 H 2.296 -2.392 -1.526  C59 1.176
68 H 3.247 -3.798 -2.352  C59 1.259
69 H 5.446 -3.277 -0.758  C61 1.155
70 H 4.875 -2.590 0.937  C61 1.076
71 H 4.564 -1.996 -0.713  C61 1.028
72 H 0.734 -3.971 -3.062  N62 0.944
73 H -0.478 -4.458 -2.081  N62 1.085
74 C -1.867 -1.534 -3.503  O75 1.392, H76 1.017, H77 1.091, H78 1.090
75 O -2.832 -1.682 -2.511  C74 1.392, H79 0.949
76 H -1.010 -2.064 -3.362  C74 1.017
77 H -1.608 -0.481 -3.626  C74 1.091
78 H -2.189 -1.792 -4.512  C74 1.090
79 H -3.649 -1.907 -2.939  O75 0.949

Properties
frontier orbital gap	9.373	eV
total charge	+1

---

Model 2:
Below is a cluster of 6 separate species, C17H52N5O5 in total, with properties calculated with wB97M-V/def2-TZVPD.

Bonds (Å) are listed after each position.
Geometry (Å):
1 N -0.738 0.330 -1.342  H2 1.008, H3 0.995, H4 0.994, H5 1.004
2 H -0.510 0.399 -2.321  N1 1.008
3 H -1.574 0.481 -0.825  N1 0.995
4 H -0.220 1.100 -0.984  N1 0.994
5 H -0.346 -0.537 -1.019  N1 1.004
6 C 0.947 3.935 -1.664  C7 1.467, H12 1.139, H13 1.130, H14 1.017
7 C 1.229 3.744 -3.090  C6 1.467, C8 1.526, N11 1.470, H15 1.129
8 C 2.724 3.887 -3.361  C7 1.526, O9 1.359, H16 1.165, H17 1.024
9 O 3.302 4.982 -2.800  C8 1.359, C10 1.351
10 C 4.651 4.930 -2.796  O9 1.351, H18 1.219, H19 1.071, H20 1.099
11 N 0.611 2.519 -3.618  C7 1.470, H21 0.996, H22 1.092
12 H 1.300 4.974 -1.362  C6 1.139
13 H 1.485 3.177 -1.021  C6 1.130
14 H -0.054 4.071 -1.545  C6 1.017
15 H 0.957 4.695 -3.633  C7 1.129
16 H 2.947 3.903 -4.505  C8 1.165
17 H 3.017 2.945 -3.088  C8 1.024
18 H 5.132 3.964 -2.230  C10 1.219
19 H 4.967 5.717 -2.141  C10 1.071
20 H 5.114 5.034 -3.787  C10 1.099
21 H 1.007 2.434 -4.528  N11 0.996
22 H -0.459 2.706 -3.729  N11 1.092
23 C 2.388 0.103 3.245  C24 1.503, H29 1.128, H30 0.962, H31 1.108
24 C 1.559 -0.811 2.387  C23 1.503, C25 1.428, N28 1.511, H32 0.931
25 C 2.064 -0.995 1.064  C24 1.428, O26 1.514, H33 1.095, H34 1.087
26 O 1.876 0.312 0.324  C25 1.514, C27 1.408
27 C 2.673 0.296 -0.837  O26 1.408, H35 1.045, H36 0.997, H37 1.231
28 N 1.667 -2.151 3.075  C24 1.511, H38 0.949, H39 0.963
29 H 1.934 0.226 4.270  C23 1.128
30 H 2.094 0.984 2.994  C23 0.962
31 H 3.444 -0.223 3.328  C23 1.108
32 H 0.673 -0.540 2.473  C24 0.931
33 H 1.634 -1.812 0.475  C25 1.095
34 H 3.137 -1.165 1.106  C25 1.087
35 H 2.513 -0.478 -1.521  C27 1.045
36 H 3.562 0.391 -0.394  C27 0.997
37 H 2.397 1.381 -1.347  C27 1.231
38 H 2.500 -2.526 2.819  N28 0.949
39 H 0.851 -2.647 2.946  N28 0.963
40 C -1.265 -3.688 -0.685  C41 1.619, H46 0.959, H47 1.050, H48 1.052
41 C -1.862 -3.063 0.684  C40 1.619, C42 1.510, N45 1.371, H49 1.052
42 C -1.645 -4.029 1.824  C41 1.510, O43 1.426, H50 1.060, H51 1.185
43 O -0.245 -4.090 2.092  C42 1.426, C44 1.445
44 C 0.184 -5.049 3.083  O43 1.445, H52 1.140, H53 1.117, H54 1.063
45 N -1.176 -1.906 0.945  C41 1.371, H55 1.059, H56 1.143
46 H -0.389 -4.077 -0.657  C40 0.959
47 H -1.199 -2.943 -1.423  C40 1.050
48 H -2.011 -4.406 -0.869  C40 1.052
49 H -2.812 -2.659 0.479  C41 1.052
50 H -2.153 -4.870 1.428  C42 1.060
51 H -2.089 -3.659 2.858  C42 1.185
52 H 1.300 -4.829 3.154  C44 1.140
53 H -0.109 -6.031 2.638  C44 1.117
54 H -0.275 -4.799 4.008  C44 1.063
55 H -0.380 -2.194 1.582  N45 1.059
56 H -1.789 -1.151 1.545  N45 1.143
57 C -4.172 1.024 -0.052  C58 1.514, H63 1.298, H64 1.183, H65 1.125
58 C -3.458 1.471 1.206  C57 1.514, C59 1.556, N62 1.498, H66 1.053
59 C -3.695 0.531 2.423  C58 1.556, O60 1.382, H67 1.204, H68 1.146
60 O -2.645 -0.357 2.559  C59 1.382, C61 1.440
61 C -2.518 -0.869 3.899  O60 1.440, H69 1.158, H70 1.157, H71 1.159
62 N -1.990 1.713 1.032  C58 1.498, H72 1.012, H73 0.926
63 H -3.821 -0.193 -0.337  C57 1.298
64 H -3.792 1.662 -0.973  C57 1.183
65 H -5.278 1.106 0.134  C57 1.125
66 H -3.878 2.419 1.392  C58 1.053
67 H -4.789 0.030 2.374  C59 1.204
68 H -3.915 1.189 3.335  C59 1.146
69 H -2.527 -0.019 4.685  C61 1.158
70 H -1.627 -1.586 4.079  C61 1.157
71 H -3.422 -1.561 4.117  C61 1.159
72 H -1.449 1.363 1.811  N62 1.012
73 H -1.844 2.608 1.221  N62 0.926
74 C -0.150 -0.992 -4.592  O75 1.382, H76 1.176, H77 1.127, H78 1.179
75 O 0.474 -1.384 -3.423  C74 1.382, H79 1.044
76 H -1.163 -1.583 -4.494  C74 1.176
77 H 0.121 -1.307 -5.640  C74 1.127
78 H -0.325 0.173 -4.536  C74 1.179
79 H 1.323 -1.730 -3.922  O75 1.044

Properties
frontier orbital gap	9.091	eV
total charge	+1

---

The computed energies, referenced to the most stable structure and given in kJ/mol, are model 1 240.0; model 2 0.0.